(1)
Entry from the OMol25 dataset: a structure of composition C18H13As2F6NO2RhS5 in a non-equilibrium geometry (ωB97M-V/def2-TZVPD).

Geometry as XYZ:
```
48
Properties=species:S:1:pos:R:3:forces:R:3
Rh 0.304 -0.246 0.069 0.052 -0.074 0.627
S 0.774 4.349 1.551 0.056 -0.075 0.497
As 0.681 2.287 2.091 -0.288 -0.336 -0.974
S 2.191 1.057 1.100 -0.299 0.073 -0.016
S -1.137 1.249 1.484 0.493 0.179 0.297
S 0.968 2.377 4.200 0.031 0.387 0.168
C -0.417 3.446 -2.183 -0.089 0.099 -0.200
C -1.417 3.019 -3.046 0.122 -0.106 0.115
C -1.580 1.662 -3.255 -0.019 0.023 -0.179
C -0.775 0.758 -2.567 0.184 0.182 0.097
N 0.178 1.182 -1.716 -0.420 0.255 -0.358
C 0.362 2.494 -1.557 0.220 -0.038 -0.013
C -0.969 -0.696 -2.624 -0.059 -0.414 0.161
C -1.510 -1.343 -3.737 -0.002 0.118 -0.022
C -1.749 -2.705 -3.688 -0.034 0.059 -0.124
C -1.456 -3.419 -2.530 0.052 -0.032 0.110
C -0.869 -2.788 -1.441 -0.092 -0.136 -0.073
C -0.620 -1.422 -1.480 -0.037 0.318 -0.522
H -0.254 4.494 -1.977 0.038 -0.015 0.019
H -2.072 3.732 -3.531 0.013 0.006 -0.031
H -2.349 1.285 -3.914 -0.027 0.021 0.045
H 1.174 2.788 -0.904 -0.079 -0.053 0.134
H -1.717 -0.783 -4.644 -0.043 -0.037 0.009
H -2.159 -3.210 -4.555 -0.006 -0.017 0.023
H -1.670 -4.481 -2.485 0.022 0.007 0.005
H -0.615 -3.367 -0.562 0.003 0.040 0.024
F -0.516 -1.961 1.655 -0.014 -0.133 0.056
As -1.577 -2.780 2.819 0.037 -0.384 0.021
F -2.929 -1.872 2.232 0.055 0.049 0.007
F -1.895 -3.997 1.607 0.010 0.072 0.074
F -2.609 -3.620 3.954 0.116 0.103 -0.166
F -0.210 -3.716 3.356 -0.114 0.114 -0.028
F -1.226 -1.569 3.995 -0.007 0.015 -0.016
O 6.317 1.615 -5.129 0.045 -0.012 -0.025
C 5.285 0.755 -5.374 0.087 0.175 -0.209
O 5.022 0.513 -6.525 -0.030 -0.069 -0.066
C 4.574 0.211 -4.211 -0.231 -0.183 0.391
C 3.386 -0.501 -4.432 0.154 0.138 -0.160
C 2.672 -1.048 -3.391 0.057 -0.009 0.057
C 3.126 -0.933 -2.063 -0.243 0.194 0.054
S 2.285 -1.696 -0.754 0.310 -0.508 0.254
C 4.301 -0.196 -1.839 -0.025 -0.007 0.053
C 5.008 0.356 -2.884 0.017 0.042 -0.282
H 6.377 1.777 -4.183 -0.020 0.015 0.097
H 3.042 -0.603 -5.453 -0.017 -0.012 0.001
H 1.750 -1.584 -3.581 0.009 -0.017 0.028
H 4.643 -0.073 -0.819 0.006 -0.008 -0.008
H 5.923 0.891 -2.647 0.008 -0.010 0.046
```
Forces are in eV/Å.

As for the multiplicity: 6. The value obtained for the relative energy (zero: lowest compared OMol25 entry of this formula, charge and spin) is 0.00 kcal per mole. The frontier orbital gap (spin up / spin down) is 5.6188 / 5.0372 eV. The charge is -2. The highest occupied orbital energy (spin up / spin down) comes out at -1.529 / -2.717 eV. Its expectation value of S² is 8.782. As for the molecular weight: 802.4 g/mol.


(2)
Entry from the OMol25 dataset: a cluster of 5 separate species, C18H38O12S4 in total in a non-equilibrium geometry (ωB97M-V/def2-TZVPD).

Geometry as XYZ:
```
72
Properties=species:S:1:pos:R:3:forces:R:3
C 4.539 -1.008 -0.833 0.900 -0.206 -0.811
C 3.958 0.202 -0.191 1.755 0.436 0.695
O 2.632 0.102 0.229 -2.536 -1.284 2.429
S 2.373 -0.560 1.782 0.325 0.546 0.385
C 2.677 0.901 2.878 0.220 -0.979 -1.634
O 0.992 -1.009 1.915 1.559 1.013 -0.930
O 3.423 -1.500 2.091 -0.496 0.331 -0.640
H 4.732 -1.863 -0.185 -0.909 -0.081 0.036
H 5.567 -0.746 -1.085 0.123 0.321 -0.341
H 4.042 -1.211 -1.781 -0.096 -0.506 0.145
H 4.594 0.424 0.666 0.044 0.293 0.207
H 4.016 1.072 -0.845 -0.226 -0.058 -0.111
H 3.756 1.056 2.866 -0.020 -0.162 0.019
H 2.363 0.583 3.872 -0.332 0.366 -0.220
H 2.229 1.748 2.358 -0.444 0.059 0.670
C -1.585 1.150 -0.134 -1.131 0.746 -0.505
C -0.387 1.945 -0.618 0.651 -0.180 -0.624
O -0.133 2.981 0.318 1.649 2.493 1.462
S 1.171 4.084 0.118 -1.747 -1.749 1.079
C 0.143 5.735 0.412 1.059 -1.240 -0.757
O 2.122 3.768 1.198 -1.695 1.094 -1.884
O 1.572 3.966 -1.269 -0.127 0.626 1.165
H -1.527 0.599 0.805 0.631 -0.025 -0.174
H -2.021 0.535 -0.922 0.625 -0.508 -0.084
H -2.422 1.838 -0.017 0.034 0.400 0.356
H 0.519 1.352 -0.738 -0.046 -0.285 0.083
H -0.546 2.465 -1.563 -0.435 -0.469 -0.300
H 0.814 6.573 0.226 0.251 -0.265 0.134
H -0.320 5.816 1.396 0.300 -0.528 -0.063
H -0.599 5.731 -0.386 0.036 -0.294 0.123
C 0.883 -2.768 -1.348 -0.722 0.217 -0.862
C 0.001 -4.015 -1.181 0.460 0.485 0.109
O -1.354 -3.484 -1.213 -2.085 -0.213 1.622
S -2.483 -3.752 0.018 2.061 -0.035 1.493
C -1.392 -3.142 1.467 -1.179 0.359 -1.856
O -3.592 -2.818 -0.133 1.712 -1.251 -0.368
O -2.707 -5.174 0.183 -0.006 1.298 -0.625
H 0.750 -1.984 -0.603 -0.076 -0.495 0.554
H 0.447 -2.305 -2.233 0.403 0.125 -0.314
H 1.952 -2.913 -1.504 -0.112 -0.383 0.019
H 0.036 -4.701 -2.027 0.275 0.175 -0.077
H 0.303 -4.598 -0.311 -0.669 0.055 0.315
H -0.432 -3.656 1.507 -0.341 -0.059 -0.040
H -1.926 -3.131 2.418 -0.117 -0.328 -0.269
H -1.271 -2.124 1.099 0.376 0.096 0.428
C -2.818 1.844 4.376 0.553 -0.178 0.980
C -3.604 0.847 3.599 -0.575 -0.592 -2.213
O -4.966 0.820 3.981 -2.578 -1.179 0.052
S -6.164 0.151 2.957 0.006 1.391 -1.130
C -5.482 -1.588 2.578 -0.170 2.078 1.079
O -7.363 0.090 3.765 1.618 -0.226 -0.501
O -6.224 0.971 1.725 0.688 -1.828 2.297
H -2.597 1.496 5.385 -0.470 -0.098 0.230
H -3.330 2.803 4.462 0.153 -0.023 -0.274
H -1.807 1.929 3.978 -0.166 0.330 -0.528
H -3.664 1.093 2.538 0.626 0.458 -0.275
H -3.222 -0.174 3.593 0.420 -0.049 0.571
H -6.203 -2.236 2.080 -0.003 0.515 -0.101
H -5.269 -1.941 3.587 0.118 -0.221 -0.138
H -4.574 -1.371 2.015 -0.168 -0.397 -0.146
C 1.749 -0.115 -3.757 -0.290 -0.904 1.199
C 1.885 -1.249 -4.510 0.260 -0.455 -2.087
C 2.499 -1.157 -5.752 1.277 -0.092 -0.875
C 3.108 0.012 -6.219 -0.652 0.199 1.872
C 3.043 1.088 -5.333 -0.047 1.363 0.181
C 2.335 1.079 -4.122 -0.264 -1.026 -0.536
H 1.257 -0.303 -2.814 -0.220 0.729 0.302
H 1.486 -2.233 -4.315 -0.176 0.150 0.729
H 2.701 -2.038 -6.342 -0.501 -0.315 -0.067
H 3.638 0.091 -7.157 -0.017 -0.131 0.022
H 3.541 2.022 -5.548 0.103 0.100 -0.406
H 2.141 1.906 -3.456 0.573 0.454 -0.277
```
Forces are in eV/Å.

The frontier orbital gap is 9.6006 eV. The highest occupied orbital energy comes out at -9.482 eV. As for the molecular weight: 574.8 g/mol. As for the structure (SMILES): CCOS(C)(=O)=O.CCOS(C)(=O)=O.CCOS(C)(=O)=O.CCOS(C)(=O)=O.c1ccccc1.


(3)
Entry from the OMol25 dataset: a structure of composition C23H51B3NO9PS in a non-equilibrium geometry (ωB97M-V/def2-TZVPD).

Geometry as XYZ:
```
89
Properties=species:S:1:pos:R:3:forces:R:3
C 3.472 -2.416 2.702 -0.536 -0.102 -0.067
C 3.537 -0.865 2.983 0.149 -0.100 0.715
C 4.983 -0.240 2.868 -0.378 -0.082 -0.408
C 5.421 0.100 1.378 1.414 -1.071 1.649
O 5.242 1.503 1.071 -1.678 -0.508 -1.536
B 4.189 1.730 0.192 0.474 1.071 0.659
O 2.854 1.258 0.373 1.578 -0.968 -1.394
B 2.558 0.383 -0.700 -0.535 -0.391 0.695
C 1.404 -0.735 -0.601 0.206 0.396 -1.390
C 1.922 -2.015 -1.389 0.908 -0.649 0.813
C 1.358 -3.391 -0.869 -0.478 -0.349 -0.157
C -0.226 -3.550 -0.927 0.274 -0.248 -0.876
C -0.968 -2.594 -1.942 -0.939 0.370 0.700
C -2.374 -3.160 -2.437 0.425 0.165 -0.126
C -3.203 -3.910 -1.322 -1.065 0.715 -0.634
C -3.827 -2.827 -0.328 0.328 -0.778 0.317
C -3.428 -3.020 1.183 -0.678 0.822 0.832
C -3.784 -1.732 2.070 0.994 -0.593 0.106
C -2.841 -0.523 1.674 -0.036 0.312 0.768
C -3.440 0.908 1.947 1.434 -0.280 -0.144
N -4.615 1.261 1.134 -1.525 1.510 0.262
C -5.261 2.502 1.380 -2.459 -0.737 -3.061
C -6.351 2.592 0.395 1.126 -1.232 0.375
C -6.393 1.354 -0.463 3.420 1.150 3.918
C -5.263 0.608 0.106 -1.937 0.037 -1.944
O 3.383 0.523 -1.882 -1.534 1.917 0.905
B 3.621 1.926 -1.988 2.221 -0.517 0.856
P 2.823 2.853 -3.464 -1.420 1.077 -2.364
O 3.846 3.947 -4.202 -1.032 -2.041 0.373
O 2.457 1.713 -4.649 1.175 0.599 1.403
S 1.130 3.687 -2.971 0.759 -0.413 0.477
O 4.414 2.536 -0.986 -1.998 -1.794 -0.122
H 2.390 -2.748 2.769 1.183 0.332 -0.106
H 4.037 -3.034 3.458 -0.422 0.821 -0.691
H 3.837 -2.722 1.683 -0.257 0.448 0.849
H 2.798 -0.309 2.335 0.838 -0.571 0.666
H 3.217 -0.729 4.062 0.167 -0.069 -1.219
H 5.064 0.718 3.464 -0.145 -1.037 -0.719
H 5.708 -0.974 3.331 -0.639 0.773 -0.618
H 4.971 -0.604 0.620 0.127 0.832 0.676
H 6.539 -0.084 1.345 -1.237 0.364 -0.251
H 1.067 -0.933 0.450 0.404 0.059 -0.931
H 0.519 -0.331 -1.184 0.761 -0.305 0.829
H 1.800 -1.939 -2.510 -0.085 0.127 1.302
H 3.047 -2.057 -1.228 -1.158 -0.126 -0.288
H 1.798 -4.226 -1.489 -0.289 0.964 0.535
H 1.665 -3.618 0.197 -0.088 0.537 -1.137
H -0.450 -4.609 -1.268 0.278 1.072 0.600
H -0.647 -3.429 0.104 0.237 -0.064 -1.008
H -1.205 -1.628 -1.394 0.364 -0.999 -0.613
H -0.358 -2.292 -2.835 -0.427 -0.510 0.829
H -2.974 -2.254 -2.758 0.490 -1.052 0.244
H -2.245 -3.778 -3.379 -0.037 0.414 1.186
H -4.087 -4.388 -1.850 1.115 0.262 0.580
H -2.647 -4.718 -0.782 -0.376 0.804 -0.521
H -3.492 -1.819 -0.715 -0.532 -0.995 0.640
H -4.956 -2.902 -0.370 1.229 0.344 -0.062
H -2.335 -3.216 1.358 -0.878 0.141 -0.483
H -3.980 -3.884 1.665 0.572 0.763 -0.834
H -4.870 -1.455 2.020 0.953 -0.308 -0.119
H -3.542 -2.017 3.153 -0.584 0.570 -1.475
H -1.922 -0.608 2.334 -0.916 0.217 -0.810
H -2.459 -0.548 0.617 -0.556 -0.150 0.836
H -3.638 1.058 3.050 -0.184 -0.304 -1.237
H -2.629 1.655 1.683 -0.856 -0.773 0.306
H -4.959 3.254 2.147 -0.135 -1.110 -0.852
H -7.068 3.435 0.270 0.859 -0.715 0.365
H -7.064 1.070 -1.300 0.750 0.285 0.936
H -4.996 -0.390 -0.304 0.234 0.991 0.879
H 3.499 4.085 -5.107 0.217 0.110 0.390
H 2.203 0.865 -4.230 0.166 0.553 -0.266
C -3.491 -3.118 6.279 -0.052 0.291 0.118
O -4.020 -2.074 5.471 0.008 0.048 0.017
H -3.413 -4.021 5.674 -0.045 0.105 -0.038
H -2.499 -2.840 6.643 0.030 -0.198 0.084
H -4.157 -3.307 7.124 0.115 -0.175 0.049
H -4.081 -1.288 6.025 -0.047 -0.076 -0.156
C 6.702 5.326 -1.329 -0.184 -0.314 0.097
O 6.915 3.923 -1.310 0.107 -0.013 0.061
H 7.567 5.805 -1.786 -0.022 -0.086 0.018
H 5.809 5.559 -1.916 0.021 0.217 0.018
H 6.582 5.699 -0.308 -0.007 0.221 -0.067
H 6.137 3.521 -0.901 0.232 0.031 -0.221
C -1.113 6.520 -5.255 0.188 -0.152 0.276
O -1.446 6.332 -3.887 0.015 0.018 0.075
H -1.973 6.950 -5.767 0.006 -0.024 0.108
H -0.264 7.203 -5.340 -0.010 0.008 -0.225
H -0.864 5.559 -5.712 0.025 0.085 -0.192
H -0.670 5.951 -3.456 -0.183 0.033 -0.031
```
Forces are in eV/Å.

The frontier orbital gap is 7.4499 eV. The highest occupied orbital energy comes out at -7.741 eV. As for the molecular weight: 581.1 g/mol.


(4)
Entry from the OMol25 dataset: a structure of composition C6H8BiLiO6 in a non-equilibrium geometry (ωB97M-V/def2-TZVPD).

Geometry as XYZ:
```
22
Properties=species:S:1:pos:R:3:forces:R:3
O 3.054 0.289 0.635 -0.042 1.096 0.295
C 1.963 0.852 0.202 1.882 -2.882 1.079
C 3.238 -1.023 0.055 -0.496 0.078 -0.531
O 1.573 1.945 0.615 2.564 -1.462 1.936
O 1.273 0.090 -0.595 -1.037 -2.800 0.286
C 1.808 -1.534 -0.142 3.911 0.907 -0.087
H 3.791 -1.625 0.781 0.025 0.137 -0.241
H 3.747 -0.914 -0.909 0.185 0.002 0.370
H 1.510 -1.970 0.818 -1.138 0.948 -0.457
H 1.834 -2.245 -0.974 -1.012 0.652 -0.066
O -2.185 -0.779 -0.135 0.877 -1.243 1.533
C -1.314 -1.635 0.574 1.937 0.069 -6.469
C -2.816 0.285 0.569 -0.751 0.892 1.229
O -0.449 -2.057 -0.230 -3.574 0.415 4.134
O -1.326 1.673 -0.715 -2.801 -4.277 -1.064
C -2.644 1.544 -0.272 -1.950 -0.152 0.289
H -2.329 0.400 1.549 -0.209 -0.013 -0.243
H -3.882 0.061 0.722 0.361 0.068 -0.084
H -2.976 2.412 0.322 0.133 -0.271 -0.208
H -3.294 1.473 -1.163 0.264 0.131 0.320
Li -0.701 -0.067 -1.284 -0.067 -0.271 -0.300
Bi 0.123 2.825 -0.421 0.939 7.976 -1.723
```
Forces are in eV/Å.

The value obtained for the relative energy (zero: lowest compared OMol25 entry of this formula, charge and spin) is 0.20 kcal per mole. The frontier orbital gap (spin up / spin down) is 9.9169 / 5.4642 eV. The charge is +2. The highest occupied orbital energy (spin up / spin down) comes out at -18.684 / -15.578 eV. As for the molecular weight: 392.0 g/mol.


no.,DFT total energy (Ha)
1,-8071.41428
2,-3204.11466
3,-2453.18653
4,-906.26339